This record from the OMol25 dataset describes a cluster of 2 separate species, H4S2 in total. The level of theory is the ωB97M-V functional and the def2-TZVPD basis.

**Orbital gap**: 0.39599 Eh
**E_tot**: -798.7474 Ha
**SMILES**: S.S
**F_max**: 0.3 eV Å⁻¹

The geometry in ORCA input format:
```
! wB97M-V def2-TZVPD RIJCOSX def2/J DEFGRID3
* xyz 0 1
S 5.43950 -0.50498 -0.20059
H 4.36304 -1.29213 -0.38323
H 4.67621 0.59485 -0.06107
S -5.15268 0.37038 0.74380
H -3.92432 0.82237 0.42988
H -5.40175 0.00952 -0.52879
*
```

natural (NBO) population analysis, charges in e, atoms 1 to 4:
1. S -0.29
2. H 0.14
3. H 0.14
4. S -0.29

***

This record from the OMol25 dataset describes a cluster of 11 separate species, H21O11 in total. The level of theory is the ωB97M-V functional and the def2-TZVPD basis.

**Orbital gap**: 0.37193 Eh
**E_tot**: -840.2379 Ha
**F_max**: 8.1 eV Å⁻¹

The geometry in ORCA input format:
```
! wB97M-V def2-TZVPD RIJCOSX def2/J DEFGRID3
* xyz -1 1
O 0.69656 -0.68847 0.19041
H -0.01144 -0.10447 -0.17259
O 0.52156 -2.10647 -2.05259
H 0.49856 -1.54247 -1.10859
H -0.38644 -2.51847 -2.14859
O 1.29156 1.73653 0.85741
H 2.23456 1.88153 0.89141
H 1.12156 0.71753 0.74641
O -3.36944 0.50053 -0.57059
H -2.94844 0.06353 0.10941
H -2.61944 0.70353 -1.19359
O -1.51944 2.49253 1.38741
H -0.81244 2.40853 0.89341
H -1.57144 1.68253 1.96941
O -1.45544 1.13853 -2.47659
H -0.72544 0.47553 -2.78659
H -1.93644 1.15953 -3.21759
O -0.22044 3.20653 -1.21259
H -0.74544 2.64653 -1.64059
H 0.36256 2.73753 -0.63759
O -1.81744 -1.27347 0.74341
H -0.86144 -1.12747 0.51641
H -2.06244 -1.34147 1.64041
O 3.13256 -0.91647 -0.71959
H 2.16456 -0.82847 -0.30259
H 3.82556 -0.78847 -0.09459
O 1.54856 -3.38147 0.74041
H 2.34956 -3.23647 1.43741
H 1.19856 -2.50347 0.38541
O 0.70756 -0.71347 2.81241
H 0.63956 0.20553 3.15241
H 0.76956 -0.68547 1.86141
*
```

natural (NBO) population analysis, charges in e, atoms 1 to 4:
1. O -1.19
2. H 0.47
3. O -1.01
4. H 0.49

***

This record from the OMol25 dataset describes a cluster of 2 separate species, C4H8N2O in total. The level of theory is the ωB97M-V functional and the def2-TZVPD basis.

**Orbital gap**: 0.35311 Eh
**E_tot**: -341.9757 Ha
**SMILES**: Cc1c[nH]cn1.O
**F_max**: 1.1 eV Å⁻¹

The geometry in ORCA input format:
```
! wB97M-V def2-TZVPD RIJCOSX def2/J DEFGRID3
* xyz 0 1
C 1.01067 -1.07728 1.19571
C -0.14728 -0.48128 0.47205
C -1.47046 -0.73890 0.69223
N -2.16745 0.12528 -0.11125
C -1.24819 0.88368 -0.75635
N -0.02073 0.56181 -0.44063
H 0.77521 -2.12244 1.41801
H 1.87622 -1.12417 0.53888
H 1.27710 -0.57797 2.12093
H -1.86614 -1.43154 1.39844
H -3.14283 0.35680 -0.18612
H -1.55098 1.65315 -1.45122
O 2.95401 0.58461 -0.92943
H 1.99306 0.75376 -0.97168
H 3.32744 1.48626 -0.91239
*
```

natural (NBO) population analysis, charges in e, atoms 1 to 4:
1. C -0.65
2. C 0.11
3. C -0.12
4. N -0.52

***

This record from the OMol25 dataset describes the molecule C20H37IN2O7P2. The level of theory is the ωB97M-V functional and the def2-TZVPD basis.

**Orbital gap**: 0.33931 Eh
**E_tot**: -2400.9646 Ha
**SMILES**: CCC[C@@H](C)[C@@]1(CC(=O)I)C(=O)N[C@](CCCCCOC(C)=O)(PP(=O)(O)O)[C@@H]1CCN
**F_max**: 0.8 eV Å⁻¹

The geometry in ORCA input format:
```
! wB97M-V def2-TZVPD RIJCOSX def2/J DEFGRID3
* xyz 0 1
C 3.39364 -2.45090 3.78016
C 2.85701 -1.38412 2.81475
C 1.36556 -1.08759 3.03919
C 0.55067 -0.65294 1.80335
C -0.92497 -1.01896 2.04000
C 0.69442 0.85201 1.37997
C 0.22810 1.72142 2.55672
C 0.96405 3.02703 2.75879
O 1.32512 3.78592 1.93848
I 1.23369 3.51080 4.86911
C 2.15356 1.02740 0.99189
O 3.03174 1.47447 1.66775
N 2.31886 0.53024 -0.32042
C 1.03573 0.59446 -1.06072
C 0.64191 -0.79046 -1.61428
C -0.33687 -0.79964 -2.80110
C -1.35604 -1.94870 -2.80919
C -2.30098 -2.02280 -1.60919
C -3.36624 -0.93566 -1.68346
O -3.89623 -0.60601 -0.38665
C -4.83165 -1.47958 0.09350
C -4.63425 -1.80226 1.54500
O -5.72185 -1.89923 -0.58545
P 1.47654 1.87070 -2.39297
P 3.39195 1.15343 -3.15283
O 4.52143 1.81664 -2.50200
O 3.19377 1.39871 -4.72158
O 3.55226 -0.46107 -3.12381
C -0.00168 1.13648 0.01135
C -0.47355 2.58529 -0.19041
C -1.53931 2.75561 -1.29823
N -1.23528 3.75201 -2.32841
H 2.73275 -2.57074 4.64025
H 3.51346 -3.42189 3.29920
H 4.37172 -2.17117 4.17120
H 3.02653 -1.68149 1.77384
H 3.42835 -0.46835 2.95377
H 1.27019 -0.37571 3.86245
H 0.90013 -2.01243 3.39502
H 0.92902 -1.28092 0.99858
H -1.63452 -0.35080 1.55352
H -1.11389 -2.04096 1.70942
H -1.15138 -0.99538 3.10943
H 0.25869 1.16966 3.48839
H -0.82140 1.99999 2.42185
H 2.75920 -0.38074 -0.33908
H 1.56396 -1.27510 -1.93987
H 0.21340 -1.38057 -0.80540
H 0.25484 -0.89304 -3.71456
H -0.86764 0.15076 -2.89484
H -0.83685 -2.89821 -2.95833
H -1.98211 -1.80878 -3.69723
H -1.78571 -1.94433 -0.64920
H -2.79499 -2.99816 -1.60911
H -2.96108 -0.00376 -2.07512
H -4.19744 -1.23511 -2.32367
H -4.76390 -0.89977 2.14525
H -3.62280 -2.16340 1.71538
H -5.36532 -2.54679 1.84627
H 0.65330 1.49365 -3.47335
H 3.76897 0.82422 -5.24442
H 4.13482 -0.66572 -2.37839
H -0.90162 0.52861 -0.11792
H -0.92253 2.93897 0.73583
H 0.36503 3.25792 -0.37577
H -2.47287 3.05270 -0.81245
H -1.75311 1.79051 -1.76649
H -1.11518 3.33824 -3.24125
H -0.39115 4.26540 -2.11256
*
```

natural (NBO) population analysis, charges in e, atoms 1 to 4:
1. C -0.61
2. C -0.41
3. C -0.39
4. C -0.19

***

This record from the OMol25 dataset describes the molecule C6H12O. The level of theory is the ωB97M-V functional and the def2-TZVPD basis.

**Orbital gap**: 0.39140 Eh
**E_tot**: -311.0375 Ha
**SMILES**: CCC(C=O)CC
**F_max**: 0.5 eV Å⁻¹

The geometry in ORCA input format:
```
! wB97M-V def2-TZVPD RIJCOSX def2/J DEFGRID3
* xyz 0 1
C -1.93690 -1.19128 0.60902
C -1.30284 -0.57310 -0.63383
C -0.12066 0.33114 -0.24825
C -0.03018 1.58349 -1.09540
O 0.97104 2.22749 -1.29898
C 1.22375 -0.38026 -0.08230
C 2.12022 0.47857 0.80262
H -2.79327 -1.82834 0.36788
H -1.20672 -1.79889 1.15652
H -2.27996 -0.39614 1.28159
H -0.97435 -1.36479 -1.32205
H -2.05989 0.00397 -1.18290
H -0.31829 0.76109 0.75529
H -1.00467 1.93455 -1.49793
H 1.70485 -0.55863 -1.05279
H 1.04857 -1.36432 0.37457
H 2.96422 -0.07894 1.21490
H 1.50861 0.88253 1.62166
H 2.48649 1.33185 0.23037
*
```

natural (NBO) population analysis, charges in e, atoms 1 to 4:
1. C -0.60
2. C -0.39
3. C -0.34
4. C 0.46